1.
This record from the Open Molecules 2025 dataset describes an isolated molecule of C2H5N3S at a distorted geometry. The level of theory is wB97M-V/def2-TZVPD.

```
11
Properties=species:S:1:pos:R:3:forces:R:3:lowdin_charge:R:1
H -0.9686 -1.2752 1.7280 -0.647 0.067 -3.357 0.1205
N -0.8966 -1.1803 0.5913 0.452 -0.367 5.046 0.1063
C -0.3945 -0.0219 0.4427 -0.942 0.207 -0.849 -0.6063
N -0.5702 1.1879 1.1286 2.333 1.301 1.252 0.0876
N 0.2622 0.1774 -0.7832 -2.495 3.704 -0.026 -0.0711
C 0.8649 -0.8062 -1.4279 3.267 -1.140 -0.900 -0.7153
S 1.5964 -0.4946 -2.9221 -1.048 -0.931 1.415 0.5104
H 0.3572 1.7035 1.3743 -2.362 -1.224 -0.788 0.1408
H -1.2805 1.3423 1.8641 0.734 -0.903 -0.796 0.1016
H -0.1165 1.1057 -1.2647 1.786 -2.769 0.831 0.1994
H 1.1463 -1.7388 -0.7313 -1.078 2.055 -1.828 0.1260
```
Forces are in eV/Å.

lowest unoccupied orbital energy = 0.267 eV
gap between HOMO and LUMO = 8.63 eV
largest force on an atom = 5.1 eV/A
energy relative to the best compared isomer or geometry (same formula, charge and spin) = 182.04 kJ/mol


2.
This record from the Open Molecules 2025 dataset describes an isolated molecule of C2H5N3S2 at a distorted geometry. The level of theory is wB97M-V/def2-TZVPD.

```
12
Properties=species:S:1:pos:R:3:forces:R:3:lowdin_charge:R:1
N -2.5459 -0.0056 -0.1675 -0.586 -0.176 0.055 -0.0342
N -1.4954 -0.9023 0.0188 0.320 -0.157 0.005 -0.0606
C -0.3422 -0.4048 0.1392 0.004 0.185 -0.035 -0.7708
N 0.7769 -1.1864 0.4587 0.242 0.052 -0.010 -0.3396
S 2.2055 -0.6390 -0.3700 -0.315 0.011 0.047 0.8132
C 1.8575 1.0299 0.1789 0.846 0.574 0.269 -0.7935
S 0.0761 1.3195 -0.0111 -0.036 -0.143 -0.083 0.8822
H -3.3616 -0.5609 -0.4176 0.251 0.221 0.089 0.0751
H -2.3640 0.6341 -0.9335 0.110 0.115 -0.138 0.0495
H 0.6041 -2.1712 0.3190 -0.066 -0.139 -0.016 0.0820
H 2.4390 1.7374 -0.4594 -0.540 -0.521 0.514 0.0507
H 2.1501 1.1492 1.2445 -0.229 -0.023 -0.699 0.0460
```
Forces are in eV/Å.

lowest unoccupied orbital energy = 0.511 eV
gap between HOMO and LUMO = 8.65 eV
largest force on an atom = 1.1 eV/A
energy relative to the best compared isomer or geometry (same formula, charge and spin) = 217.94 kJ/mol


3.
This record from the Open Molecules 2025 dataset describes an isolated molecule of C2H5N3S2 at a distorted geometry. The level of theory is wB97M-V/def2-TZVPD.

```
12
Properties=species:S:1:pos:R:3:forces:R:3:lowdin_charge:R:1
N -1.7572 0.7086 0.8691 1.167 -0.415 -0.097 0.0743
C -1.1239 1.2296 -0.2292 -0.283 -0.003 0.050 -0.9528
S -1.7684 2.4570 -1.1375 0.138 -0.179 0.163 0.5934
N 0.0644 0.6397 -0.5628 0.206 -0.108 -0.050 0.0144
C 0.5453 -0.5876 -0.1032 0.142 0.151 -0.280 -0.3417
N 1.7051 -0.9501 -0.4564 0.173 -0.422 0.187 -0.3606
S 2.1973 -2.5131 0.0735 -0.261 0.404 -0.109 0.7059
H -2.5841 1.1933 1.1250 -0.550 0.341 0.220 0.0729
H -1.1908 0.3420 1.6362 -0.381 0.206 -0.448 0.1048
H 0.6004 1.0898 -1.3087 -0.358 -0.265 0.419 0.1369
H -0.1238 -1.2101 0.4937 -0.143 0.283 -0.004 0.1119
H 3.4357 -2.3993 -0.3998 0.149 0.008 -0.051 -0.1596
```
Forces are in eV/Å.

lowest unoccupied orbital energy = 0.304 eV
gap between HOMO and LUMO = 8.80 eV
largest force on an atom = 1.2 eV/A
energy relative to the best compared isomer or geometry (same formula, charge and spin) = 101.29 kJ/mol


4.
This record from the Open Molecules 2025 dataset describes an isolated molecule of C2H5N3S2 at a distorted geometry. The level of theory is wB97M-V/def2-TZVPD.

```
12
Properties=species:S:1:pos:R:3:forces:R:3:lowdin_charge:R:1
H -1.6910 1.8235 -0.3847 -0.158 -0.386 0.355 0.0295
N -1.7606 0.8624 -0.7360 0.008 0.725 -0.128 0.1497
C -0.8339 0.1403 -0.2866 0.387 0.478 -0.539 -0.5565
N -0.7483 -1.1582 -0.7681 0.779 -1.057 0.321 -0.3866
S 0.7120 -1.7715 -1.4502 -0.285 0.226 0.375 0.7670
C 0.1661 0.5396 0.7876 -1.185 0.001 -0.557 -0.8695
N 0.6773 -0.4820 1.4653 -0.873 -1.177 -1.018 0.0786
S 0.3947 2.0895 1.1828 0.373 0.870 -0.008 0.7036
H -1.5255 -1.3821 -1.3502 -0.574 -0.031 -0.323 0.0625
H 1.0151 -2.5751 -0.4177 0.159 -0.118 -0.185 -0.1550
H 1.1198 -0.2074 2.2862 0.976 0.082 1.646 0.0714
H 0.2021 -1.3824 1.4097 0.392 0.388 0.061 0.1053
```
Forces are in eV/Å.

lowest unoccupied orbital energy = -0.190 eV
gap between HOMO and LUMO = 8.78 eV
largest force on an atom = 1.9 eV/A
energy relative to the best compared isomer or geometry (same formula, charge and spin) = 140.42 kJ/mol